<i>
# C9H10N2

A molecular structure, C9H10N2 (wB97M-V/def2-TZVPD, the Open Molecules 2025 dataset).

Its highest occupied orbital energy is -9.740 eV. The frontier orbital gap is 9.90 eV. As for the molar mass: 146.19 g mol⁻¹.

```
! wB97M-V def2-TZVPD RIJCOSX def2/J DEFGRID3
* xyz 0 1
C -3.115 0.069 0.252
C 1.313 1.362 0.335
C 0.770 1.489 -0.900
C 0.577 0.681 1.426
C 0.575 -1.639 0.354
C 0.528 -1.299 -1.198
C -0.561 0.860 -1.139
C -0.283 -0.525 1.026
C -1.109 -0.058 -0.131
N -4.170 0.424 0.506
N -0.658 -0.538 -1.452
H 2.282 1.812 0.392
H 1.067 2.084 -1.683
H 1.257 0.571 2.239
H -0.219 1.473 1.711
H 0.276 -2.729 0.612
H 1.625 -1.659 0.672
H 1.383 -0.767 -1.360
H 0.440 -2.232 -1.822
H -1.147 1.561 -1.753
H -0.830 -0.940 1.914
*
```

***

<ii>
# C9H10N2

A single C9H10N2 molecule (wB97M-V/def2-TZVPD, the Open Molecules 2025 dataset).

Its highest occupied orbital energy is -8.693 eV. The SMILES is CCN(C#N)c1ccccc1. The frontier orbital gap is 9.49 eV. As for the molar mass: 146.19 g mol⁻¹.

```
! wB97M-V def2-TZVPD RIJCOSX def2/J DEFGRID3
* xyz 0 1
C 2.529 -0.819 -0.400
C 1.631 -0.959 0.852
N 0.842 0.226 1.100
C 1.305 1.083 1.984
N 1.549 1.791 2.860
C -0.495 0.527 0.548
C -1.293 1.390 1.214
C -2.624 1.579 0.754
C -3.053 1.103 -0.491
C -2.155 0.280 -1.248
C -0.980 -0.065 -0.646
H 3.047 0.147 -0.193
H 3.252 -1.499 -0.406
H 1.990 -0.854 -1.216
H 0.884 -1.927 0.689
H 2.030 -1.125 1.861
H -0.852 1.769 2.103
H -3.351 2.263 1.314
H -4.014 1.350 -1.006
H -2.272 -0.210 -2.214
H -0.252 -0.838 -1.145
*
```

***

<iii>
# C9H10N2

A molecular structure, C9H10N2 (wB97M-V/def2-TZVPD, the Open Molecules 2025 dataset).

Its highest occupied orbital energy is -7.695 eV. The frontier orbital gap is 8.22 eV. As for the molar mass: 146.19 g mol⁻¹.

```
! wB97M-V def2-TZVPD RIJCOSX def2/J DEFGRID3
* xyz 0 1
C -2.862 0.351 -0.284
C -1.276 0.499 -0.028
C -0.374 1.393 0.054
C 0.868 0.853 -0.001
C 2.358 1.350 0.034
C 3.306 0.352 0.072
C 3.098 -1.120 -0.081
C 1.870 -1.508 0.038
C 0.652 -0.617 -0.155
H -3.344 -0.784 1.414
H -4.531 -0.891 -0.256
H -3.059 0.571 -1.166
H -3.186 1.597 0.319
H -0.397 2.565 -0.109
H 2.413 2.456 0.237
H 4.505 0.646 -0.046
H 3.694 -1.775 0.003
H 1.564 -2.572 0.014
H -1.250 -1.793 -0.087
N -3.390 -0.824 0.256
N -0.659 -0.746 -0.228
*
```

***

Energies relative to the minimum, kJ/mol: <i> 260.4; <ii> 0.0; <iii> 474.6

***

<i>
# C5H5NO2

A single C5H5NO2 molecule (wB97M-V/def2-TZVPD, the Open Molecules 2025 dataset).

Its highest occupied orbital energy is -8.753 eV. The SMILES is O/C=C1\C=NC=C1O. The frontier orbital gap is 8.72 eV. As for the molar mass: 111.10 g mol⁻¹.

```
! wB97M-V def2-TZVPD RIJCOSX def2/J DEFGRID3
* xyz 0 1
O -0.791 2.604 -0.152
C -0.640 1.351 0.385
C -0.005 0.262 -0.136
C 0.845 0.044 -1.321
N 1.201 -1.169 -1.339
C 0.879 -1.776 -0.085
C 0.003 -1.060 0.599
O -0.837 -1.518 1.578
H -0.490 2.717 -1.107
H -1.275 1.272 1.312
H 0.989 0.740 -2.199
H 0.917 -2.870 0.282
H -0.794 -0.596 2.184
*
```

***

<ii>
# C5H5NO2

A single C5H5NO2 molecule (wB97M-V/def2-TZVPD, the Open Molecules 2025 dataset).

Its highest occupied orbital energy is -10.424 eV. The SMILES is O=C1C=CC(CO)=N1. The frontier orbital gap is 8.94 eV. As for the molar mass: 111.10 g mol⁻¹.

```
! wB97M-V def2-TZVPD RIJCOSX def2/J DEFGRID3
* xyz 0 1
O 1.304 2.825 -1.160
C 1.010 1.641 -0.743
C 0.837 0.387 -1.765
C 0.244 -0.618 -1.041
C 0.033 0.005 0.274
C -0.762 -0.947 1.008
O -1.616 -0.361 2.166
N 0.645 1.102 0.711
H 1.397 0.438 -2.754
H 0.177 -1.843 -1.040
H -1.624 -1.351 0.314
H -0.179 -1.831 1.741
H -1.467 0.554 2.289
*
```

***

<iii>
# C5H5NO2

A molecular structure, C5H5NO2 (wB97M-V/def2-TZVPD, the Open Molecules 2025 dataset).

Its highest occupied orbital energy is -9.831 eV. The frontier orbital gap is 9.70 eV. As for the molar mass: 111.10 g mol⁻¹.

```
! wB97M-V def2-TZVPD RIJCOSX def2/J DEFGRID3
* xyz 0 1
C -1.495 -0.243 0.046
C -0.963 1.186 0.206
C 0.173 0.522 -0.457
C 1.270 -1.363 0.029
C 0.033 -0.772 0.507
H -1.735 1.965 -0.246
H -0.749 1.191 1.273
H 0.084 0.475 -1.577
H 1.777 -2.296 0.013
H 0.209 -0.193 1.568
N 2.141 -0.432 -0.391
O -2.363 -0.933 -0.633
O 1.620 0.894 -0.340
*
```

***

Energies relative to the minimum, kJ/mol: <i> 0.0; <ii> 155.9; <iii> 350.4

***

<i>
# C3H7N3O2

A single C3H7N3O2 molecule (wB97M-V/def2-TZVPD, the Open Molecules 2025 dataset).

Its highest occupied orbital energy is -8.843 eV. The SMILES is CC(=N/O)/N=C/NO. The frontier orbital gap is 9.19 eV. As for the molar mass: 117.11 g mol⁻¹.

```
! wB97M-V def2-TZVPD RIJCOSX def2/J DEFGRID3
* xyz 0 1
C 0.978 1.545 -0.120
C 1.325 0.106 -0.144
N 2.573 -0.102 -0.245
O 3.105 -1.437 0.098
N 0.199 -0.814 -0.248
C -0.940 -0.219 -0.048
N -2.066 -0.941 -0.092
O -3.255 -0.331 -0.143
H 0.514 1.652 1.026
H 0.053 1.609 -0.799
H 1.820 2.088 -0.080
H 2.245 -2.020 -0.006
H -1.175 0.721 0.472
H -1.725 -1.804 -0.308
H -3.652 -0.054 0.637
*
```

***

<ii>
# C3H7N3O2

A single C3H7N3O2 molecule (wB97M-V/def2-TZVPD, the Open Molecules 2025 dataset).

Its highest occupied orbital energy is -8.963 eV. The SMILES is [H]/N=C/NO/C(C)=N\O. The frontier orbital gap is 9.72 eV. As for the molar mass: 117.11 g mol⁻¹.

```
! wB97M-V def2-TZVPD RIJCOSX def2/J DEFGRID3
* xyz 0 1
H -0.894 -1.631 -1.940
N -0.541 -1.470 -0.805
C -1.456 -0.759 -0.399
N -1.340 -0.284 0.888
O 0.043 -0.303 1.103
C 0.952 0.147 0.104
C 2.270 -0.618 0.045
N 0.697 1.223 -0.713
O -0.600 1.894 -0.104
H -2.411 -0.899 -0.855
H -1.699 0.652 1.215
H 2.468 -0.708 1.135
H 3.114 -0.030 -0.369
H 2.129 -1.550 -0.341
H -0.561 2.539 -0.932
*
```

***

<iii>
# C3H7N3O2

2 unconnected molecules or ions with the total composition C3H7N3O2 (wB97M-V/def2-TZVPD, the Open Molecules 2025 dataset).

Its highest occupied orbital energy is -9.403 eV. The SMILES is C#[N+][O-].CN(N)C=O. The frontier orbital gap is 10.00 eV. As for the molar mass: 117.11 g mol⁻¹.

```
! wB97M-V def2-TZVPD RIJCOSX def2/J DEFGRID3
* xyz 0 1
C -1.872 -0.329 -0.007
N -2.332 -0.898 0.898
O -2.673 -1.347 1.928
H -1.621 -0.107 -1.022
C 1.117 0.604 -1.269
N 0.760 0.120 0.081
N 1.065 -1.186 0.452
C -0.066 0.917 0.867
O -0.576 1.991 0.579
H 2.130 0.793 -1.475
H 0.517 0.076 -2.105
H 0.763 1.641 -1.319
H 1.069 -1.672 -0.428
H 1.982 -1.222 0.839
H -0.263 0.619 1.981
*
```

***

<iv>
# C3H7N3O2

A molecular structure, C3H7N3O2 (wB97M-V/def2-TZVPD, the Open Molecules 2025 dataset).

Its highest occupied orbital energy is -8.796 eV. The frontier orbital gap is 9.24 eV. As for the molar mass: 117.11 g mol⁻¹.

```
! wB97M-V def2-TZVPD RIJCOSX def2/J DEFGRID3
* xyz 0 1
C 0.415 0.322 1.497
C 0.025 0.902 -1.058
C 0.767 -1.346 -1.211
H -0.479 0.265 2.170
H 0.751 -0.681 1.142
H 1.364 0.596 2.007
H -1.422 2.179 0.315
H -0.123 2.010 -1.427
H 1.882 -1.821 -1.375
H -1.670 -2.141 0.183
N 0.051 1.060 0.298
N 0.356 -0.091 -1.733
N -0.158 -2.120 -0.762
O -0.410 2.265 0.724
O -1.350 -1.400 -0.770
*
```

***

Energies relative to the minimum, kJ/mol: <i> 106.7; <ii> 131.9; <iii> 0.0; <iv> 193.6

***

<i>
# C3H7N3O2

A molecular structure, C3H7N3O2 (wB97M-V/def2-TZVPD, the Open Molecules 2025 dataset).

Its highest occupied orbital energy is -9.215 eV. The frontier orbital gap is 9.52 eV. As for the molar mass: 117.11 g mol⁻¹.

```
! wB97M-V def2-TZVPD RIJCOSX def2/J DEFGRID3
* xyz 0 1
C 1.528 -1.035 1.666
C 0.330 -0.232 -0.267
C -2.044 1.220 -2.083
H 2.069 -0.311 2.656
H 2.223 -1.220 0.691
H 0.827 -1.948 2.021
H -0.505 0.949 2.102
H 0.987 -0.730 -2.023
H -2.606 1.501 -1.060
H -2.194 1.712 -3.162
N 0.581 -0.021 1.142
N 1.294 -0.701 -0.970
N -0.970 0.439 -2.070
O -0.687 -0.012 1.932
O -0.832 0.389 -0.575
*
```

***

<ii>
# C3H7N3O2

A single C3H7N3O2 molecule (wB97M-V/def2-TZVPD, the Open Molecules 2025 dataset).

Its highest occupied orbital energy is -8.426 eV. The SMILES is CN/N=C\N(O)C=O. The frontier orbital gap is 8.71 eV. As for the molar mass: 117.11 g mol⁻¹.

```
! wB97M-V def2-TZVPD RIJCOSX def2/J DEFGRID3
* xyz 0 1
C -2.746 0.001 -0.117
N -1.300 -0.076 -0.292
N -0.563 -1.129 0.108
C 0.657 -1.245 0.209
N 1.708 -0.200 -0.026
O 2.854 -0.738 -0.351
C 1.563 1.185 -0.083
O 0.624 1.985 0.152
H -3.045 0.077 1.031
H -3.053 1.137 -0.527
H -3.418 -0.793 -0.738
H -0.800 0.785 -0.028
H 1.284 -2.054 0.505
H 3.598 -0.574 0.420
H 2.636 1.639 -0.263
*
```

***

<iii>
# C3H7N3O2

A molecular structure, C3H7N3O2 (wB97M-V/def2-TZVPD, the Open Molecules 2025 dataset).

Its highest occupied orbital energy is -8.602 eV. The frontier orbital gap is 8.82 eV. As for the molar mass: 117.11 g mol⁻¹.

```
! wB97M-V def2-TZVPD RIJCOSX def2/J DEFGRID3
* xyz 0 1
C 1.594 -0.626 1.966
C -1.420 -0.929 0.071
C -1.314 1.250 -1.109
H 2.660 -1.158 1.368
H 0.679 -1.439 2.609
H 1.800 0.614 2.443
H -2.012 -1.701 -0.373
H -1.923 2.189 -1.354
H -0.026 1.577 -3.212
H 0.879 0.223 -0.405
N -0.434 -1.353 0.801
N -1.705 0.197 -0.548
N -0.070 1.279 -1.950
O 0.456 -0.217 1.115
O 0.838 0.093 -1.423
*
```

***

Energies relative to the minimum, kJ/mol: <i> 175.3; <ii> 0.0; <iii> 509.9

***

<i>
# H58O29

29 unconnected molecules or ions with the total composition H58O29 (wB97M-V/def2-TZVPD, the Open Molecules 2025 dataset).

Its highest occupied orbital energy is -10.274 eV. The frontier orbital gap is 9.58 eV. As for the molar mass: 522.44 g mol⁻¹.

```
! wB97M-V def2-TZVPD RIJCOSX def2/J DEFGRID3
* xyz 0 1
O -2.866 -3.126 23.245
H -3.800 -3.047 23.439
H -2.750 -2.648 22.424
O -7.393 -4.299 28.920
H -7.404 -5.256 28.908
H -6.837 -4.056 28.180
O -2.715 -5.732 24.183
H -3.450 -6.102 23.695
H -2.742 -4.796 23.984
O -5.634 -3.232 22.819
H -5.944 -2.648 22.127
H -5.993 -2.861 23.625
O -2.081 -0.494 29.203
H -2.904 -0.776 28.804
H -2.245 -0.538 30.145
O -4.181 -0.442 23.994
H -3.708 -1.017 24.595
H -4.770 0.060 24.556
O -6.868 -2.243 24.841
H -6.995 -1.294 24.845
H -7.754 -2.603 24.894
O -5.307 -1.815 30.256
H -5.658 -2.255 31.030
H -5.410 -2.453 29.549
O 0.760 -0.921 31.220
H 0.748 -0.798 30.271
H 1.661 -1.178 31.417
O -3.418 -4.168 32.148
H -4.333 -3.900 32.225
H -3.070 -3.633 31.435
O 0.069 -5.518 25.257
H 0.739 -5.992 24.764
H -0.749 -5.718 24.803
O -1.370 -5.622 21.089
H -0.734 -4.942 21.308
H -1.490 -6.110 21.904
O 0.385 -1.076 28.417
H -0.552 -0.975 28.584
H 0.440 -1.799 27.793
O 0.873 -3.453 26.949
H 0.385 -4.070 26.403
H 1.782 -3.546 26.664
O -1.395 -1.183 25.028
H -0.493 -0.981 25.278
H -1.362 -1.289 24.077
O 0.341 1.481 27.144
H -0.219 2.147 27.543
H 1.049 1.354 27.775
O -2.273 -1.937 20.888
H -1.811 -1.470 20.191
H -2.975 -2.407 20.437
O 0.443 -3.743 21.265
H -0.100 -3.336 20.589
H 0.556 -3.060 21.926
O -0.483 -4.418 29.812
H 0.449 -4.594 29.683
H -0.667 -3.671 29.243
O -3.054 -5.098 29.075
H -3.066 -4.694 28.207
H -2.147 -5.012 29.367
O -3.956 0.472 27.323
H -4.642 0.858 26.779
H -3.150 0.897 27.029
O -2.536 -3.216 26.518
H -2.183 -2.485 27.025
H -2.195 -3.081 25.633
O 1.542 -2.510 23.965
H 2.113 -3.086 24.473
H 1.407 -1.747 24.529
O -3.510 -7.006 27.125
H -3.407 -6.363 27.826
H -3.202 -6.556 26.339
O -6.242 -6.623 27.889
H -6.898 -7.299 27.719
H -5.478 -6.896 27.380
O -5.139 -3.039 27.305
H -5.681 -2.850 26.539
H -4.254 -2.789 27.041
O -0.353 1.811 29.981
H -0.170 1.667 30.909
H -0.950 1.102 29.741
O 1.191 -0.178 25.383
H 0.849 0.382 26.079
H 1.763 0.395 24.873
O -5.112 -5.768 22.272
H -5.914 -6.064 21.842
H -5.306 -4.872 22.550
*
```

***

<ii>
# H58O29

29 unconnected molecules or ions with the total composition H58O29 (wB97M-V/def2-TZVPD, the Open Molecules 2025 dataset).

Its highest occupied orbital energy is -10.161 eV. The frontier orbital gap is 9.40 eV. As for the molar mass: 522.44 g mol⁻¹.

```
! wB97M-V def2-TZVPD RIJCOSX def2/J DEFGRID3
* xyz 0 1
O 2.503 2.847 -1.202
H 2.261 2.486 -2.055
H 3.016 3.628 -1.408
O 5.458 -1.659 1.529
H 4.879 -0.917 1.356
H 6.260 -1.263 1.870
O -1.177 -3.264 -1.935
H -1.506 -3.458 -2.813
H -1.883 -3.535 -1.348
O -2.278 -0.620 -4.023
H -2.801 -0.207 -4.710
H -2.388 -1.559 -4.170
O 4.368 -0.621 4.186
H 5.110 -0.019 4.239
H 3.706 -0.143 3.686
O -6.024 1.763 -1.859
H -5.071 1.668 -1.864
H -6.172 2.703 -1.961
O -3.676 -2.440 1.795
H -3.628 -1.828 1.061
H -3.359 -1.939 2.546
O 2.185 -0.372 2.247
H 2.202 -1.315 2.410
H 1.278 -0.187 2.002
O -0.410 2.539 -1.365
H 0.105 1.898 -1.855
H -0.132 3.387 -1.711
O -2.372 -3.207 4.734
H -2.172 -2.409 4.246
H -1.541 -3.682 4.769
O -4.561 3.981 -0.084
H -4.786 3.229 0.464
H -5.406 4.333 -0.365
O -5.078 1.965 1.576
H -4.372 1.794 2.200
H -5.862 2.051 2.118
O -4.255 -2.762 -1.572
H -4.273 -2.350 -2.435
H -4.611 -2.098 -0.981
O 1.185 -2.368 -1.084
H 1.273 -2.640 -0.171
H 0.275 -2.566 -1.306
O 3.812 0.511 0.276
H 3.296 0.179 1.011
H 3.592 1.441 0.228
O 4.774 -2.275 -2.779
H 4.537 -1.351 -2.701
H 4.884 -2.417 -3.719
O 0.232 -0.024 -2.692
H 0.480 -0.860 -2.298
H -0.449 -0.250 -3.326
O 4.429 0.256 -2.325
H 5.134 0.896 -2.226
H 3.982 0.259 -1.478
O 4.284 2.933 2.558
H 3.329 2.903 2.499
H 4.538 3.651 1.978
O 3.378 -4.384 -1.298
H 2.967 -3.582 -1.621
H 3.714 -4.149 -0.433
O 1.708 3.302 1.500
H 1.832 3.000 0.600
H 0.827 3.008 1.733
O 2.915 0.121 -4.770
H 2.498 -0.152 -3.953
H 3.853 0.051 -4.596
O 1.413 -3.263 1.570
H 0.846 -4.016 1.402
H 2.292 -3.637 1.639
O -1.596 -1.151 3.235
H -1.277 -1.204 2.334
H -1.317 -0.287 3.538
O -1.372 3.154 1.058
H -0.926 2.737 0.321
H -1.613 4.022 0.732
O -1.525 2.284 3.598
H -2.347 2.544 4.014
H -1.532 2.732 2.752
O -0.107 -0.166 0.625
H 0.400 -0.582 -0.072
H -0.716 0.413 0.166
O -2.848 0.893 -1.608
H -2.041 1.372 -1.422
H -2.634 0.347 -2.365
O -4.800 -0.378 -0.245
H -4.116 0.101 -0.713
H -5.000 0.170 0.514
*
```

***

Energies relative to the minimum, kJ/mol: <i> 0.0; <ii> 5.0